The following is a quantum chemistry calculation of a 5-piece molecular cluster, C7H24NO4 overall, from the Open Molecules 2025 dataset.

Values from the calculation:
Frontier orbital gap (eV): 9.921
E_tot (eV): -17323.488
Charge: +1

```
36
Properties=species:S:1:pos:R:3:forces:R:3
C -1.2375 2.5946 -1.2434 -0.107 -0.091 -0.036
C -0.7166 1.3661 -0.5164 0.147 0.101 -0.423
C 0.2118 0.5507 -1.4082 -0.069 0.254 -0.195
C 0.6921 -0.7614 -0.8512 0.088 -0.082 0.074
C 1.9525 -1.1475 -1.0188 0.454 -0.046 -0.070
C -0.3161 -1.6456 -0.1591 0.109 0.145 0.276
C -1.5142 -2.0040 -1.0311 -0.156 -0.031 0.071
N -0.0091 1.8115 0.7360 -0.375 0.026 -0.004
H -1.8621 3.2060 -0.5935 -0.030 0.081 0.006
H -0.4193 3.2009 -1.6367 0.047 0.023 0.076
H -1.8423 2.2873 -2.0960 -0.015 -0.010 0.050
H -1.5554 0.7544 -0.1930 0.023 -0.051 0.152
H -0.3361 0.3589 -2.3315 -0.144 -0.162 -0.020
H 1.0496 1.1731 -1.7427 0.066 -0.059 0.204
H 2.3165 -2.1140 -0.6828 -0.189 -0.003 0.035
H 2.6983 -0.5381 -1.5266 -0.232 0.066 0.036
H 0.1934 -2.5420 0.1949 0.014 -0.118 -0.176
H -0.6583 -1.1577 0.7636 -0.101 0.097 -0.073
H -2.1499 -1.1454 -1.2502 0.061 0.078 -0.031
H -1.1927 -2.4169 -1.9804 0.063 -0.057 -0.173
H -2.1486 -2.7396 -0.5417 0.010 -0.059 0.085
H -0.6843 1.8730 1.5040 0.042 -0.106 0.154
H 0.4056 2.7327 0.6102 0.174 -0.058 -0.077
H 0.7343 1.1496 1.0729 0.102 0.136 -0.003
H -0.2378 -1.1471 -5.0822 0.009 -0.014 -0.009
H 0.6579 -1.7890 -4.0208 -0.001 0.031 -0.036
O 0.0237 -1.0777 -4.1586 -0.001 -0.022 0.031
H 2.5702 -0.0749 1.3639 -0.054 0.000 -0.013
H 1.8550 0.0778 2.7423 0.084 0.009 -0.238
O 2.0406 0.5325 1.8945 0.049 -0.125 0.227
H 1.2850 -1.7603 4.2340 -0.038 0.007 -0.081
H 1.5599 -0.4870 5.0314 -0.141 -0.021 -0.263
O 1.1993 -0.8001 4.1859 0.057 0.047 0.410
H -0.8935 0.1110 3.4267 0.069 0.021 0.016
H -2.2297 0.8717 3.4165 0.041 -0.035 -0.043
O -1.4422 0.6967 2.8881 -0.054 0.027 0.063
```
Positions in Å, forces in eV/Å.